This record from the OMol25 dataset describes a cluster of 3 separate species, C18H27Br2N2O6 in total in a non-equilibrium geometry. The level of theory is ωB97M-V/def2-TZVPD.

Its HOMO-LUMO gap is 8.2 eV. As for the total charge: +1. The calculation puts the total energy at -174447.0525 eV. The calculation puts the LUMO energy at -4.008 eV. As for the largest force on an atom: 0.0342 Eh/bohr.

Bonds (Å) are listed after each position.
CARTESIAN COORDINATES (ANGSTROEM)
1 C 3.309 0.322 -0.504  C2 1.551, H15 1.098, H16 1.103, H17 1.097
2 C 3.047 1.685 0.188  C1 1.551, N3 1.257, C4 1.525
3 N 3.577 1.919 1.303  C2 1.257, H18 1.020
4 C 2.165 2.740 -0.472  C2 1.525, C5 1.532, H19 1.096, H20 1.105
5 C 1.215 3.392 0.538  C4 1.532, C6 1.538, C9 1.560, H21 1.107
6 C 1.170 4.925 0.660  C5 1.538, N7 1.500, H22 1.092, H23 1.099
7 N 0.039 5.052 1.637  C6 1.500, C8 1.268, H24 1.018
8 C -0.750 4.060 1.597  N7 1.268, C9 1.536, H25 1.092
9 C -0.294 2.997 0.588  C5 1.560, C8 1.536, C10 1.516, H26 1.098
10 C -1.123 3.016 -0.681  C9 1.516, Br11 1.924, C12 1.318
11 Br -0.658 4.078 -2.217  C10 1.924
12 C -2.224 2.293 -0.716  C10 1.318, C13 1.518, Br14 1.927
13 C -2.678 1.424 0.442  C12 1.518, H27 1.098, H28 1.102, H29 1.095
14 Br -3.396 2.269 -2.245  C12 1.927
15 H 2.710 -0.448 0.000  C1 1.098
16 H 3.068 0.449 -1.573  C1 1.103
17 H 4.363 0.075 -0.325  C1 1.097
18 H 4.112 1.105 1.607  N3 1.020
19 H 1.684 2.367 -1.383  C4 1.096
20 H 2.865 3.530 -0.800  C4 1.105
21 H 1.551 3.090 1.549  C5 1.107
22 H 2.114 5.328 1.031  C6 1.092
23 H 0.732 5.365 -0.247  C6 1.099
24 H -0.041 5.869 2.237  N7 1.018
25 H -1.643 3.974 2.219  C8 1.092
26 H -0.285 2.000 1.048  C9 1.098
27 H -2.750 2.000 1.374  C13 1.098
28 H -1.984 0.586 0.617  C13 1.102
29 H -3.657 0.969 0.257  C13 1.095
30 C 5.161 -4.535 -2.853  C31 1.510, H37 1.090, H38 1.090, H39 1.091
31 C 3.852 -3.887 -2.472  C30 1.510, C32 1.506, O36 1.439, H40 1.094
32 C 2.682 -4.275 -3.338  C31 1.506, O33 1.434, H41 1.088, H42 1.092
33 O 1.822 -3.136 -3.198  C32 1.434, C34 1.356
34 C 2.617 -2.069 -2.937  O33 1.356, O35 1.192, O36 1.358
35 O 2.251 -0.936 -2.938  C34 1.192
36 O 3.890 -2.463 -2.676  C31 1.439, C34 1.358
37 H 5.995 -4.017 -2.379  C30 1.090
38 H 5.178 -5.581 -2.548  C30 1.090
39 H 5.327 -4.485 -3.930  C30 1.091
40 H 3.641 -4.063 -1.413  C31 1.094
41 H 2.185 -5.182 -3.000  C32 1.088
42 H 2.943 -4.379 -4.393  C32 1.092
43 C -6.326 -2.955 1.988  C44 1.509, H50 1.090, H51 1.090, H52 1.091
44 C -5.227 -1.920 1.987  C43 1.509, C45 1.506, O49 1.436, H53 1.095
45 C -3.832 -2.483 2.051  C44 1.506, O46 1.436, H54 1.088, H55 1.092
46 O -3.102 -1.402 2.650  C45 1.436, C47 1.363
47 C -3.990 -0.706 3.415  O46 1.363, O48 1.189, O49 1.357
48 O -3.689 0.147 4.187  C47 1.189
49 O -5.261 -1.119 3.178  C44 1.436, C47 1.357
50 H -7.287 -2.492 2.213  C43 1.090
51 H -6.392 -3.450 1.019  C43 1.090
52 H -6.152 -3.713 2.753  C43 1.091
53 H -5.349 -1.247 1.131  C44 1.095
54 H -3.428 -2.729 1.071  C45 1.088
55 H -3.748 -3.355 2.704  C45 1.092

Löwdin population analysis, charges in e, atoms 1 to 5: -0.03 -0.40 0.13 -0.09 -0.28